1.
C21H38BBr25OP as an isolated structure, computed with ωB97M-V/def2-TZVPD.

## Properties
Charge: -1
Orbital gap, eV: 5.205

Structure (XYZ):
```
87
Properties=species:S:1:pos:R:3:lowdin_charge:R:1
C -2.99 3.41 0.66 -0.219
C -0.25 -0.64 0.98 -0.209
H -6.12 4.42 2.36 -0.048
C 4.17 -6.59 0.73 -1.608
Br 4.79 -7.95 -0.52 0.546
H -5.72 -1.28 0.79 0.113
C -0.37 2.77 1.27 -0.202
H -5.31 2.20 -1.22 0.093
O 0.51 2.43 -2.33 -0.766
H -4.96 1.59 1.72 0.051
H -2.19 1.46 -0.39 0.094
C -4.79 -0.61 1.13 -0.250
H -3.86 -0.96 0.51 0.103
H -1.24 -0.33 0.42 0.088
Br 10.36 1.76 -1.37 0.549
Br 5.63 -3.62 -1.58 0.544
P 1.37 1.08 -3.08 0.434
H 0.58 3.31 1.73 0.125
C -7.11 4.53 1.91 -1.592
C 6.03 -5.14 6.01 -1.604
H -1.42 4.87 1.63 0.107
Br 2.13 -3.68 -6.96 0.552
H -3.39 3.10 1.71 0.070
C -4.54 1.51 -0.63 -0.205
Br 4.29 -5.31 6.85 0.549
Br -6.83 4.76 -0.01 0.580
Br -7.94 6.09 2.71 0.549
H -0.39 2.05 -2.08 0.006
Br -8.09 2.90 2.30 0.550
H 1.36 0.63 -0.12 0.067
H 6.64 -4.49 6.65 -0.026
C -1.44 3.95 0.90 -0.204
H -1.10 4.38 -0.16 0.114
C -4.62 -0.75 2.77 -0.158
H -6.36 0.96 0.63 0.086
C -5.18 0.94 0.77 -0.242
H -0.37 -0.37 3.25 0.102
C -0.16 3.34 -6.09 -1.553
H -4.38 0.57 -1.34 0.120
H -5.67 -0.50 3.25 0.081
Br -1.59 2.33 -6.95 0.492
Br -0.03 2.93 -4.19 0.794
B 0.30 -0.47 -2.60 -0.732
H -6.99 1.97 5.74 -0.028
C 6.13 -2.30 -2.92 -1.569
Br 11.96 1.08 -4.08 0.540
C -0.90 1.66 2.36 -0.211
H -0.42 -1.76 1.33 0.111
H 1.99 -1.87 -1.72 0.079
Br 5.07 -2.49 -4.54 0.535
H 1.19 0.51 2.43 0.108
Br 1.38 -6.80 -6.65 0.540
Br 4.14 -7.25 2.56 0.529
Br 3.46 0.94 -2.21 0.157
H 4.90 -5.78 0.70 -0.051
C 1.10 -0.52 0.04 -0.265
H -0.02 2.26 0.27 0.083
H 10.17 -0.20 -2.90 -0.070
H 1.99 -1.01 0.67 0.110
Br 5.91 -4.27 4.27 0.542
H -2.00 1.29 2.19 0.081
Br -6.40 4.05 6.99 0.548
H 0.32 -1.18 -3.57 0.016
H -2.89 2.79 -1.53 0.124
C -3.08 2.24 -0.49 -0.196
H 5.90 -1.32 -2.50 -0.043
H -3.62 4.34 0.31 0.095
Br 8.04 -2.34 -3.30 0.554
H -0.81 -0.10 -2.36 0.021
Br -4.79 2.48 4.68 0.578
C 2.58 -5.37 -6.10 -1.605
C -6.05 2.33 6.16 -1.596
H 0.78 3.03 -6.55 -0.025
H 0.23 -2.26 -1.17 0.089
C 10.29 0.87 -3.10 -1.619
Br 8.76 1.43 -4.15 0.546
C 0.97 -1.36 -1.38 -0.305
H -3.82 0.03 3.14 0.033
H 3.58 -5.64 -6.43 -0.024
Br 6.96 -6.85 5.90 0.539
Br 2.65 -5.19 -4.16 0.522
Br 2.46 -5.85 0.20 0.555
H -0.85 2.10 3.45 0.107
Br -0.34 5.25 -6.41 0.486
Br -5.47 1.00 7.46 0.557
C 0.04 0.28 2.34 -0.201
H -4.23 -1.83 3.05 0.081
```


2.
C21H38BBr2Cl14F3InO3 as an isolated structure, computed with ωB97M-V/def2-TZVPD.

## Properties
Charge: -1
Orbital gap, eV: 5.954

Structure (XYZ):
```
83
Properties=species:S:1:pos:R:3:lowdin_charge:R:1
F 3.86 1.33 -0.27 0.130
H 4.26 5.27 2.52 0.067
C -3.90 -7.29 -1.35 -0.647
In 1.32 -3.03 -0.83 0.740
H -5.73 1.79 -1.02 0.069
Cl -4.65 -0.31 -1.02 0.591
H -1.20 3.83 4.65 0.072
H -3.22 1.10 -5.74 0.074
H 4.01 4.35 4.00 0.074
Cl -2.38 3.20 -5.09 0.546
C -4.89 1.37 -1.57 -0.684
Br -1.70 -4.14 0.52 0.694
Cl -2.94 -6.96 0.11 0.508
H -3.04 -2.19 2.05 0.051
C -3.65 2.20 -1.41 -0.658
C 2.47 5.79 3.56 -0.666
C 1.47 4.81 -1.56 -0.649
H 5.49 -3.82 6.09 0.062
Cl -0.93 6.13 -1.56 0.528
H -0.42 -5.46 -1.68 0.019
C -4.78 2.53 -6.20 -0.641
H -1.08 -2.74 -3.63 0.074
C -0.16 -1.76 0.35 -0.696
H 1.87 5.14 2.92 0.005
Cl -0.77 1.55 4.32 0.555
Cl 2.06 5.51 -0.03 0.538
O -0.19 -3.11 -3.77 0.009
H -5.89 -7.09 -2.10 0.069
Cl -5.62 2.30 -4.65 0.615
C 3.90 5.33 3.55 -0.654
H -2.88 2.14 -7.12 0.073
H 2.37 6.81 3.20 0.070
H -5.16 1.32 -2.62 -0.043
Cl -3.27 2.50 0.31 0.583
F 4.99 0.11 -1.63 0.138
C 5.74 -2.49 4.40 -0.658
Cl -6.13 -8.15 -0.02 0.520
H 4.09 -2.80 5.74 0.072
H 0.52 3.52 4.40 0.006
H 3.62 -4.78 2.02 -0.057
C 4.90 -3.38 5.29 -0.657
H 5.17 -2.13 3.54 0.070
H 4.16 -4.09 0.34 0.027
H -2.79 1.73 -1.87 0.071
C -0.48 3.28 4.04 -0.680
C 3.02 -1.76 -1.67 -0.186
H -3.80 3.18 -1.87 0.062
H 3.99 -2.22 -1.46 0.045
C -2.37 -1.48 1.54 -0.190
C -3.33 2.11 -6.13 -0.654
F 4.55 -0.61 0.39 0.167
H -3.50 -6.65 -2.14 0.076
H 0.41 5.36 -3.33 0.068
Cl 0.65 2.99 1.57 0.500
B 0.08 -3.87 -2.59 -0.659
Cl 7.19 -3.32 3.80 0.527
H -2.96 -1.00 0.75 -0.003
H 2.35 4.53 -2.14 0.078
C 4.07 0.06 -0.66 -0.807
Cl 1.74 5.71 5.19 0.565
H -1.93 -0.74 2.22 0.022
H -5.52 -6.00 -0.76 0.070
Cl 4.98 6.47 4.41 0.528
H -4.88 3.57 -6.49 0.068
H 1.51 -5.47 0.84 0.004
O 2.92 -0.40 -1.09 -0.091
H 6.08 -1.62 4.97 0.069
H -1.59 3.34 2.19 0.006
O -0.49 -5.14 -2.59 0.030
H -0.58 4.75 2.49 0.074
C 2.13 -4.62 0.53 -0.254
H 2.83 -1.67 -2.74 0.045
C -5.37 -7.00 -1.15 -0.662
C -0.64 3.67 2.59 -0.632
C 3.37 -4.50 0.99 -0.182
H -3.73 -8.33 -1.64 0.068
H 1.15 6.73 -2.50 0.065
Br 0.15 0.13 0.74 0.629
C -1.28 -2.26 0.79 -0.840
C 0.64 5.78 -2.35 -0.660
Cl 4.14 -4.70 4.37 0.593
H 0.92 3.90 -1.32 0.057
H -5.30 1.92 -6.94 0.073
```


3.
C21H38Cl4Ge2N2O2SeTi as an isolated structure, computed with ωB97M-V/def2-TZVPD.

## Properties
Charge: +2
Orbital gap, eV: 7.538

Structure (XYZ):
```
71
Properties=species:S:1:pos:R:3:lowdin_charge:R:1
C 2.19 -3.52 -0.44 -0.193
H -5.48 2.46 -0.02 0.194
Cl 4.06 -0.49 5.21 0.758
C -4.46 1.50 -1.55 -0.042
C 0.98 0.66 2.15 -0.351
C 4.46 4.35 -1.60 -0.211
O 0.03 0.90 1.18 -0.257
C 0.60 0.93 -3.60 -0.309
H 2.84 -2.65 -0.40 0.012
H 1.40 4.14 -3.52 0.003
H 3.70 4.56 -0.84 0.024
H -1.50 3.08 -0.75 0.116
H -5.14 0.30 0.80 0.142
C 0.70 0.84 3.50 -0.606
N -4.55 2.07 -0.16 -0.083
H 2.26 3.73 -5.02 0.026
C -2.14 2.53 -0.06 -0.137
H -4.31 1.48 1.83 0.141
C 2.37 4.15 -4.02 -0.221
H 1.17 1.51 -4.31 0.031
H -1.82 -4.56 -0.43 0.032
H 5.64 3.35 -4.71 0.033
H -1.66 2.53 0.92 0.111
O 2.38 -0.17 0.39 -0.229
H 0.82 -0.13 -3.70 0.028
C -0.76 -4.73 -0.60 -0.188
Cl 1.35 0.78 6.10 0.754
H 3.42 1.54 -1.07 0.015
H -0.18 -1.50 1.93 0.000
H -0.61 -5.06 -1.63 0.038
H 2.50 -4.20 0.36 0.042
H -3.09 -0.66 0.12 0.131
H -1.13 -2.93 1.81 0.042
Cl 4.58 -1.05 2.15 0.791
Ti 0.63 -0.30 -0.08 0.860
H -2.94 0.07 -2.18 0.124
H 3.29 0.69 -2.60 0.039
H 4.80 5.31 -2.00 0.032
C -3.53 3.18 0.01 -0.038
H 4.72 1.86 -4.93 0.027
C -4.30 0.99 0.86 -0.039
C -0.13 -2.55 1.61 -0.177
C -2.94 0.35 0.51 -0.133
H -3.72 3.89 -0.79 0.141
H 5.31 3.87 -1.11 0.030
Ge 3.76 3.23 -3.01 0.768
H 2.33 -4.03 -1.39 0.038
H -0.46 1.11 -3.74 0.026
C 2.19 0.08 1.76 -0.317
Cl -0.83 1.49 3.94 0.755
C -2.98 1.08 -1.77 -0.132
N -2.24 1.13 -0.51 -0.165
H -0.41 -5.52 0.06 0.043
H -2.33 0.29 1.40 0.101
H 0.26 -1.76 -2.36 0.011
H -5.15 0.66 -1.59 0.141
H -2.51 1.75 -2.48 0.126
C 3.14 -0.31 2.70 -0.612
C 5.14 2.54 -4.18 -0.211
Ge 0.29 -3.16 -0.23 0.763
H 5.89 1.99 -3.61 0.031
H 0.57 -3.02 2.31 0.053
Se 1.09 1.56 -1.83 0.998
C 2.88 -0.07 4.05 -0.683
C 3.02 1.61 -2.08 -0.517
C 1.66 0.50 4.45 -0.684
C -0.21 -1.59 -1.39 -0.353
H -3.74 3.65 0.97 0.142
H 2.66 5.19 -4.14 0.031
H -4.79 2.27 -2.24 0.141
H -1.29 -1.55 -1.51 0.003
```